1.
Entry from OMol25: a structure of composition C20H30ClNOSn (ωB97M-V/def2-TZVPD).

Output
net charge	+2
energy above the lowest of the compared OMol25 structures with the same formula, charge and spin	43.9	kcal per mole

Cartesian coordinates (Å):
N (0.51172, -0.51750, 2.92879)
H (2.17224, 0.43431, 4.74982)
H (0.97646, 1.92651, -6.66228)
C (1.29530, -0.83742, 1.89849)
C (-3.25083, -0.85944, 1.06473)
H (0.68992, 2.37911, 2.27000)
H (0.59844, -2.16120, 4.24751)
H (-1.95728, 1.95582, -5.59050)
C (-1.52553, 1.02378, -5.95052)
H (-1.41767, 1.10678, -7.02930)
C (3.53281, -1.20446, 2.90722)
H (4.10163, -1.13225, 4.95812)
H (1.79521, 1.68295, -5.12934)
H (4.46872, -1.69477, 2.64030)
H (1.93158, -0.81137, 5.97474)
C (3.21929, -1.42937, 4.38259)
C (-3.04276, -0.91670, -0.36171)
H (0.66124, 2.81600, -0.40150)
H (-3.50221, 2.65389, 1.02088)
H (0.47283, 2.81008, -5.22746)
Sn (-1.00809, 0.32854, 0.23875)
H (1.31852, -0.90646, -5.37966)
H (2.06781, -2.74563, 2.36843)
C (2.02154, -0.64161, 4.89988)
H (-0.33866, 0.00994, 2.74235)
C (-1.94046, -1.82069, -0.60785)
Cl (-0.43005, 0.60575, -3.61087)
H (-0.75347, -3.09950, 0.81976)
O (1.08693, -0.33418, 0.73057)
C (-1.56191, 2.40837, 2.10006)
H (-2.27228, 0.25694, -5.75303)
H (0.51849, -0.55645, -6.90014)
H (-0.14192, -0.68422, 4.90786)
C (-1.60346, 2.77295, -0.19356)
H (-1.58862, -2.15957, -1.57982)
H (-4.02152, -0.27478, 1.57449)
H (-1.87581, 2.34782, 3.14159)
C (-0.17483, 0.71244, -5.29573)
H (3.04717, -2.49997, 4.54409)
C (-0.20089, 2.39699, 1.64366)
C (-1.50669, -2.32483, 0.66903)
C (0.82112, 1.84301, -5.58709)
C (2.44948, -1.77777, 2.00227)
C (-2.32362, -1.73675, 1.67892)
H (2.82543, -1.88785, 0.98493)
H (-3.64807, -0.41478, -1.11966)
C (0.68228, -1.06158, 4.29304)
H (-0.31257, -1.45532, -5.63964)
H (-2.31028, -2.00502, 2.73880)
H (-1.95854, 2.99819, -1.19046)
C (-0.21521, 2.62757, 0.21339)
C (-2.41104, 2.60742, 0.98962)
C (0.36595, -0.62345, -5.82311)
H (3.66216, -0.13026, 2.70857)

Atoms 1-3, force components in eV/Å:
N 0.48 -0.89 -0.51
H -0.07 -0.10 0.06
H -0.06 -0.06 -0.03

2.
Entry from OMol25: a structure of composition C20H30F6MnO15P (ωB97M-V/def2-TZVPD).

Output
calculated total energy	-108856.14560	eV
spin multiplicity	7

Cartesian coordinates (Å):
C (-8.12704, 8.55136, 2.98978)
F (-8.33663, 14.35167, 9.40898)
O (-6.46355, 10.54115, 5.33320)
C (-11.65451, 13.06473, 8.68640)
C (-3.60374, 11.44277, 7.22928)
F (-6.59284, 13.02283, 8.65936)
H (-5.15457, 14.98417, 1.66667)
H (-5.27901, 6.78822, 9.02066)
H (-1.11582, 12.49590, 9.20233)
C (-10.07760, 12.24694, 7.22533)
O (-3.85813, 10.69174, 8.33426)
C (-6.90839, 9.42975, 8.52098)
H (-7.08640, 5.33269, 8.13839)
C (-6.00416, 7.51754, 9.38172)
C (-7.49263, 7.28776, 9.06524)
O (-4.46704, 12.06766, 6.67342)
H (-7.67648, 6.71175, 3.76823)
O (-6.06006, 13.34609, 4.93652)
O (-7.21403, 8.38301, 5.08030)
H (-9.13292, 7.60442, 4.56664)
H (-12.57627, 11.45664, 7.61081)
O (-7.45388, 9.77582, 3.43568)
C (-8.09478, 7.60382, 4.23444)
F (-5.81483, 14.69931, 7.35983)
Mn (-6.70639, 12.29221, 6.74863)
C (-11.63913, 14.58161, 9.03639)
O (-10.28474, 12.61442, 8.47987)
F (-5.94532, 14.82705, 9.69733)
C (-2.65093, 10.15351, 8.80421)
O (-7.07587, 10.51817, 8.05582)
H (-8.01762, 7.12931, 10.00725)
H (-7.45609, 8.71516, 0.85038)
O (-5.24135, 15.09164, 3.66573)
H (-13.19963, 13.03842, 7.14268)
H (-12.48577, 14.90335, 9.64285)
O (-5.72558, 8.81500, 8.90113)
C (-7.49130, 8.08470, 1.73885)
C (-7.84257, 6.11575, 8.19438)
O (-2.23790, 11.50097, 7.02194)
H (-6.47954, 7.69406, 1.84761)
C (-1.52392, 10.74092, 8.06013)
H (-1.02239, 9.91258, 7.55971)
O (-11.29536, 12.34033, 6.48786)
C (-6.94721, 9.62552, 4.62831)
H (-2.61337, 14.11840, 3.01217)
H (0.20174, 11.79380, 8.15368)
O (-4.33547, 13.12925, 3.52167)
H (-7.88469, 6.51527, 7.18112)
C (-0.63138, 11.59423, 8.82761)
C (-3.68327, 16.46243, 2.51638)
H (-9.16125, 8.80831, 2.76067)
H (-2.76687, 16.50124, 1.92747)
H (-3.39858, 13.44713, 1.65079)
H (-8.16463, 7.28167, 1.43909)
H (-12.01800, 12.64216, 9.62310)
H (-0.38287, 11.11283, 9.77343)
P (-6.95090, 14.55783, 8.50389)
C (-12.30858, 12.50415, 7.47235)
C (-4.46930, 15.15148, 2.49763)
O (-7.82865, 8.51551, 8.44105)
F (-7.31454, 16.14508, 8.25220)
H (-5.93652, 7.40552, 10.46384)
H (-2.50763, 10.50210, 9.82698)
H (-10.70614, 15.03635, 9.36932)
C (-3.60652, 13.89466, 2.62269)
H (-4.31086, 17.28113, 2.16429)
H (-2.64264, 9.06449, 8.75868)
H (-8.72594, 5.55028, 8.49102)
O (-8.97150, 11.96423, 6.71297)
H (-11.62738, 15.20424, 8.14180)
F (-7.90538, 14.18728, 7.19851)
H (-3.38741, 16.51607, 3.56408)
C (-5.24119, 13.83585, 4.11887)

Atoms 1-3, force components in eV/Å:
C -0.17 1.41 0.07
F 2.09 0.41 -0.21
O -0.95 -2.67 -2.01